Here is a structure of composition C12H8Br2F5NO4ReTe from the OMol25 dataset. Energies are from wB97M-V/def2-TZVPD.

Geometry as XYZ:
```
34
Properties=species:S:1:pos:R:3:forces:R:3
H -1.47043 -0.74037 -5.58861 0.0 0.0 0.0
Te -1.19277 -1.08482 2.70482 -0.6 0.6 0.1
C 0.46395 -1.02008 -2.27273 0.0 0.2 0.1
Br 6.56040 4.42982 -0.91027 0.0 0.0 0.0
H -2.72219 1.22210 -2.91296 0.0 0.0 0.0
Br -1.41021 2.87869 0.16529 -0.6 0.0 0.1
C -1.28916 -0.19958 -3.75402 0.0 -0.1 -0.1
C -1.14858 0.52418 -1.58105 -0.1 -0.1 0.0
H 4.86835 2.41777 3.31646 0.0 0.0 0.0
C 5.32349 3.47507 0.12496 0.0 0.0 0.0
C 3.26719 2.26544 0.34186 0.0 0.0 0.1
O -1.88438 -0.17333 -4.92099 0.0 0.0 0.0
H 3.97563 3.12600 -1.50736 0.0 0.0 0.0
C 2.07556 1.79225 -0.32677 0.3 0.1 -0.4
Re -0.57522 0.67445 0.35733 1.9 0.0 0.0
O 1.12342 1.18274 0.64315 -0.3 0.1 0.0
O 1.72379 1.82557 -1.45534 0.0 0.0 0.0
F -2.54474 -0.52195 1.45460 0.0 -0.2 0.1
H 2.80633 1.50736 2.31550 0.0 0.0 0.0
N -0.09074 -0.19503 -1.36083 -0.3 -0.4 -0.3
C 4.66343 2.56666 2.26563 0.0 0.0 0.0
C -0.14720 -1.01746 -3.49735 0.0 0.0 0.0
C 3.50613 2.05903 1.70470 0.0 0.0 0.0
O -0.18976 -1.12511 1.13857 -0.4 0.1 0.1
C -1.84494 0.61606 -2.74503 0.1 0.0 0.0
F -0.83218 0.89812 2.43531 -0.1 -0.2 0.3
H 6.46962 3.67466 1.92305 0.0 0.0 0.0
C 4.17563 2.97485 -0.45559 0.0 0.0 0.0
F 0.19847 -1.08419 3.87106 0.0 -0.2 -0.1
F -2.34271 -0.59259 4.00958 0.0 0.0 0.0
C 5.56639 3.27298 1.48310 0.0 0.0 0.0
H 0.24455 -1.65159 -4.28251 0.0 0.0 0.0
H 1.33213 -1.60579 -2.01044 0.0 0.0 0.0
F -1.65172 -2.82813 2.79472 0.1 0.0 -0.1
```
Positions in Å, forces in eV/Å.

Properties
energy relative to the best compared isomer or geometry (same formula, charge and spin): 189.9 kJ/mol
gap between HOMO and LUMO (alpha / beta): 3.882 / 4.280 eV
spin multiplicity: 2
DFT total energy: -185330.78229 eV
total charge: +2

Atom charges from the Mulliken analysis, given in e for atoms 1 to 2: number 1, H, carries 0.3454; number 2, Te, carries 2.1169



Here is the molecule C24H30N2O4S from the OMol25 dataset. Energies are from wB97M-V/def2-TZVPD.

Geometry as XYZ:
```
61
Properties=species:S:1:pos:R:3:forces:R:3
C -0.95308 1.21932 -1.76430 0.0 0.2 0.0
C 0.27831 2.97053 -0.67681 0.1 0.1 0.0
H -1.89100 0.82940 -2.11907 -0.1 0.1 0.0
H 3.19263 0.62759 -2.71141 0.1 0.0 0.0
O -1.91468 -1.76481 3.04824 -0.2 -0.2 0.3
C -2.24526 -1.74350 -1.71752 0.5 0.2 -0.7
H 3.43036 0.53211 -0.96750 0.0 0.1 0.0
N 0.17751 -0.74308 -2.61391 -0.9 -0.7 -0.4
H -0.53550 -1.35731 -0.52919 0.1 0.1 0.1
H -0.92164 1.97784 3.43419 0.0 0.0 -0.1
H 2.08252 -1.54810 -0.87570 0.0 -0.1 0.1
C -3.62812 -1.87673 0.69710 0.2 0.0 -0.1
H -3.05200 -3.26068 -4.08216 -0.2 0.0 0.0
H 2.00273 0.72368 1.18083 0.0 0.0 -0.2
C -3.92781 -2.61081 -4.07635 0.0 -0.1 -0.6
C -1.59820 -1.53322 -0.50865 -0.1 -0.1 0.6
H 0.30472 3.92227 -0.16836 0.0 0.1 0.1
N -0.62516 -0.30929 1.89267 0.2 0.2 0.0
O -0.86653 -2.67248 -3.79339 0.2 0.0 0.2
C 2.40799 2.69806 3.04904 0.2 -0.2 0.3
C 0.22344 0.50751 -2.00338 -0.2 0.8 0.4
H 0.10791 2.07663 2.01519 0.0 0.0 0.0
H 1.79611 -1.09583 -3.88993 0.0 -0.1 0.1
O -4.39974 -2.37854 -2.76158 -0.1 0.2 0.3
O -1.92763 -0.47163 -4.01402 0.0 0.2 0.3
C 1.44797 2.27070 -0.91268 -0.2 0.1 -0.1
H 2.11428 3.16592 2.10638 0.0 0.1 -0.1
H -5.31393 -2.40118 -0.51068 -0.1 0.0 0.0
C 2.45545 -1.19559 -1.84004 -0.1 0.2 -0.2
H 3.36242 -1.75009 -2.08059 0.0 0.0 0.0
H -4.75736 -3.09906 -4.58703 0.1 0.0 0.0
H -1.84735 2.96700 -0.93881 -0.1 0.0 0.0
H 2.39519 2.67749 -0.58706 0.1 0.0 0.1
C 3.27167 1.47463 2.75623 -0.1 0.2 -0.3
C 1.14715 2.40619 3.86206 -0.1 0.2 -0.3
C -1.59361 -1.24563 1.99756 0.1 0.1 -0.3
H -0.35322 -0.23634 3.90921 0.1 0.1 -0.1
H 1.39502 1.81604 4.74464 0.0 0.0 0.2
C 1.44285 1.04581 -1.56387 0.1 -0.2 -0.1
H 1.16402 -2.49686 -3.01291 0.2 0.1 0.0
S -1.24639 -1.42773 -3.18980 0.2 0.0 0.0
C 1.41267 -1.43943 -2.92084 0.5 -0.6 -0.1
C -4.26766 -2.14066 -0.48643 0.1 0.0 -0.2
C 2.73210 0.30103 -1.77411 0.0 -0.2 0.1
H -0.45412 0.13076 1.00212 -0.1 0.0 -0.1
C -0.92333 2.43619 -1.10930 0.0 0.0 0.0
C 0.14359 0.17579 3.02394 0.1 -0.2 0.2
H 1.97960 -0.41505 3.98550 0.1 0.0 0.1
C 0.06111 1.70659 3.04325 0.0 -0.1 0.2
C 1.56607 -0.40086 2.97634 -0.1 0.0 -0.1
H 3.68955 1.09573 3.69207 0.1 0.0 0.0
H -4.15649 -1.91657 1.63698 -0.1 0.0 0.1
H -3.67972 -1.67687 -4.58234 -0.1 -0.2 0.1
H 0.74795 3.36112 4.21140 0.0 0.0 0.1
H 1.47177 -1.44192 2.65837 0.0 0.0 0.1
C -2.26867 -1.56195 0.70135 0.0 -0.2 -0.3
H 3.01926 3.42083 3.59536 0.0 0.1 -0.1
C 2.53395 0.33728 2.05135 0.2 -0.1 0.3
H 4.11128 1.79296 2.13239 0.1 0.0 0.1
H 3.28130 -0.37562 1.69338 0.0 0.0 -0.1
C -3.60227 -2.07953 -1.72742 -0.3 -0.1 0.2
```
Positions in Å, forces in eV/Å.

Properties
energy relative to the best compared isomer or geometry (same formula, charge and spin): 111.4 kJ/mol
gap between HOMO and LUMO: 9.287 eV
spin multiplicity: 1
DFT total energy: -47380.68471 eV

Atom charges from the Mulliken analysis, given in e for atoms 1 to 2: number 1, C, carries -0.6312; number 2, C, carries -0.9310



Here is the molecule C7H10O from the OMol25 dataset. Energies are from wB97M-V/def2-TZVPD.

Geometry as XYZ:
```
18
Properties=species:S:1:pos:R:3:forces:R:3
H -2.40164 -0.01399 0.57138 0.8 0.7 0.2
C -0.81560 1.40634 -0.15984 0.1 -0.8 1.2
H 1.91368 -0.23816 0.81662 0.0 -0.5 -1.1
C -0.67717 -1.24081 0.21066 -0.8 1.3 -2.3
H -0.49644 -1.65599 1.14241 0.5 -1.5 1.6
H -1.52447 -1.78841 -0.33622 1.5 0.4 0.7
C -1.29934 0.11316 0.52490 0.4 0.8 -0.8
H 0.50579 -1.92011 -1.52490 0.6 1.2 1.2
H 0.34061 1.18608 1.66219 0.1 -0.2 0.3
H 1.29744 0.35747 -2.33363 0.0 -0.7 2.8
H 2.83659 -1.02760 -0.54033 0.7 -0.5 -0.5
C -0.69598 1.23487 1.38157 -1.5 -0.4 -0.9
H -1.40164 1.63383 2.13904 0.7 0.2 -0.8
O 0.47853 1.46344 -0.83993 -2.0 0.2 1.7
C 1.06903 0.26157 -1.16029 0.2 -1.8 -3.3
C 0.57295 -1.14028 -0.69485 -1.1 -0.3 -1.4
C 1.90638 -0.63055 -0.23846 -1.3 1.9 1.4
H -1.60872 1.99913 -0.62031 0.7 0.2 0.0
```
Positions in Å, forces in eV/Å.

Properties
energy relative to the best compared isomer or geometry (same formula, charge and spin): 309.1 kJ/mol
gap between HOMO and LUMO: 10.012 eV
spin multiplicity: 1
DFT total energy: -9465.35701 eV

Atom charges from the Mulliken analysis, given in e for atoms 1 to 2: number 1, H, carries 0.3850; number 2, C, carries -0.0811



Here is a structure of composition C3H5O4Tm from the OMol25 dataset. Energies are from wB97M-V/def2-TZVPD.

Geometry as XYZ:
```
13
Properties=species:S:1:pos:R:3:forces:R:3
H -1.27745 -1.47473 0.75645 0.1 0.2 -0.3
O -2.77377 0.68469 0.51204 1.8 -1.0 -0.4
C 1.55057 -0.36284 -0.22990 -1.6 2.8 2.2
O 1.01019 0.75597 -0.50451 1.6 -1.1 -1.2
H -0.89023 -1.37497 -1.00733 -0.1 0.0 0.2
Tm 5.11915 0.52757 -0.25568 -1.7 -0.6 0.1
C -0.67230 -0.97792 -0.00917 -0.2 0.7 0.1
H -1.10310 0.93960 -0.96199 0.4 0.6 1.2
C -0.85417 0.53967 0.03024 -3.2 -0.7 0.4
O 2.76323 -0.56980 -0.05659 2.5 -0.2 -0.8
O 0.69944 -1.25696 0.29745 0.2 -1.3 -0.5
H -2.94781 1.62290 0.40367 0.2 0.1 -0.1
H -0.62373 0.94682 1.02533 0.0 0.5 -1.2
```
Positions in Å, forces in eV/Å.

Properties
gap between HOMO and LUMO (alpha / beta): 6.498 / 6.347 eV
spin multiplicity: 3
DFT total energy: -40906.55708 eV

Atom charges from the Mulliken analysis, given in e for atoms 1 to 2: number 1, H, carries 0.2599; number 2, O, carries -0.7791



Here is a cluster of 2 separate species, C3H3Br2NO2 in total from the OMol25 dataset. Energies are from wB97M-V/def2-TZVPD.

Geometry as XYZ:
```
11
Properties=species:S:1:pos:R:3:forces:R:3
H -0.07486 -0.01783 -2.19390 -2.8 -1.1 -1.2
C -0.60696 -0.44971 0.11364 -1.2 2.0 0.2
H 0.95218 2.15585 -0.11791 3.3 2.9 -0.7
C 0.54910 0.40356 -0.38451 -0.3 -0.9 0.7
H 1.50791 0.13880 0.16080 -0.8 -0.4 -1.2
Br 0.41026 0.08152 3.21435 -0.1 -0.1 -0.3
O 0.67449 0.31306 -1.79598 3.3 1.2 2.2
O 0.22080 1.66874 0.06394 -2.8 -1.5 0.3
Br -2.32259 0.44334 0.26623 1.0 -0.7 -0.2
C -0.66849 -1.79956 0.24052 0.6 -0.7 0.2
N -0.64184 -2.93778 0.43281 -0.1 -0.7 -0.1
```
Positions in Å, forces in eV/Å.

Properties
energy relative to the best compared isomer or geometry (same formula, charge and spin): 263.9 kJ/mol
gap between HOMO and LUMO (alpha / beta): 9.007 / 5.889 eV
spin multiplicity: 1
DFT total energy: -148825.94862 eV

Atom charges from the Mulliken analysis, given in e for atoms 1 to 2: number 1, H, carries 0.3447; number 2, C, carries -0.4285



Here is a structure of composition C5H9O3Y from the OMol25 dataset. Energies are from wB97M-V/def2-TZVPD.

Geometry as XYZ:
```
18
Properties=species:S:1:pos:R:3:forces:R:3
H -4.66612 0.51276 -3.06206 0.0 -0.1 0.1
H 2.59956 1.68291 1.20888 -0.6 -1.0 -0.7
C 3.06417 0.75434 1.55689 3.1 0.3 0.9
H 3.12758 -0.54677 3.29095 0.0 0.3 -0.1
H -5.12561 -0.82478 -2.01845 0.1 0.1 -0.1
C -4.34672 -0.48414 -2.71949 0.3 -0.1 0.0
O 1.19710 0.28018 0.26615 -2.7 -2.4 -3.3
H 2.97196 1.19161 3.65216 -0.1 -0.2 -0.3
C 2.06500 -0.64220 -0.05370 0.1 1.2 1.2
H -3.10820 0.36191 -1.09416 0.0 -0.1 -0.2
O 3.17066 -0.52771 0.61035 -1.9 1.2 -0.3
Y 0.09276 -1.03494 -1.41146 1.9 1.4 2.0
O -2.05920 -0.91451 -2.24525 2.0 -0.4 0.4
H 4.12326 1.03566 1.51330 -0.1 -0.5 0.3
H -4.23445 -1.17853 -3.55705 -0.1 0.2 0.2
C -3.09954 -0.32523 -1.96003 -1.9 0.7 0.0
H 1.57025 0.26787 3.05518 0.2 0.1 0.0
C 2.65753 0.39156 2.96779 -0.4 -0.7 -0.2
```
Positions in Å, forces in eV/Å.

Properties
energy relative to the best compared isomer or geometry (same formula, charge and spin): 57.0 kJ/mol
gap between HOMO and LUMO: 7.141 eV
spin multiplicity: 1
DFT total energy: -12497.27759 eV
total charge: +2

Atom charges from the Mulliken analysis, given in e for atoms 1 to 2: number 1, H, carries 0.3428; number 2, H, carries 0.2920



- Among the records above, which one has the lowest DFT total energy?
  C12H8Br2F5NO4ReTe